1.
Here is a 12-piece molecular cluster, C4H29NO11 overall from OMol25. Energies are from ωB97M-V/def2-TZVPD.

Its largest force on an atom is 1.476 eV Å⁻¹. Its lowest unoccupied orbital energy is 0.076 eV. Its HOMO-LUMO gap is 8.15 eV. The total energy is -28631.57689 eV. The SMILES is C=C/C=C/N.O.O.O.O.O.O.O.O.O.O.O. The value obtained for the relative energy (zero: lowest compared OMol25 entry of this formula, charge and spin) is 173.52 kJ/mol.

Geometry as ORCA input:
```
! RIJCOSX wB97M-V def2-TZVPD def2/J DEFGRID3
* xyz 0 1
N 0.772 2.023 1.262
C 0.281 0.756 0.928
C -0.920 0.304 1.297
C -1.552 -0.932 0.851
C -2.728 -1.377 1.287
H 1.784 2.013 1.214
H 0.478 2.279 2.201
H 0.856 0.149 0.245
H -1.578 0.858 1.963
H -1.012 -1.446 0.062
H -3.140 -2.346 1.027
H -3.284 -0.883 2.074
H 3.617 -1.730 0.617
H 2.842 -3.015 0.838
O 3.538 -2.470 1.241
H -0.872 -0.007 -4.438
H -1.739 0.107 -3.253
O -1.262 -0.572 -3.754
H 1.034 -1.733 2.434
H 2.113 -0.953 3.071
O 1.153 -1.062 3.124
H -3.191 0.452 -0.478
H -4.443 1.302 -0.228
O -3.523 1.360 -0.502
H 0.928 1.127 -2.575
H 2.039 2.238 -2.134
O 1.561 1.433 -1.923
H 0.429 -3.832 1.201
H 0.521 -2.895 -0.005
O 0.993 -3.164 0.794
H 0.451 -2.455 -2.350
H -0.211 -1.096 -2.459
O 0.284 -1.665 -1.821
H -0.603 2.289 -0.580
H -2.116 2.411 -0.705
O -1.282 2.788 -1.061
H 2.470 -1.319 -1.579
H 2.373 0.037 -0.975
O 2.874 -0.795 -0.880
H -1.106 0.852 4.596
H 0.105 0.544 3.711
O -0.245 1.194 4.341
H -0.939 2.573 -2.632
H -0.732 3.180 -3.945
O -0.675 2.294 -3.564
*
```

2.
Here is a 11-piece molecular cluster, C4H29NO12S overall from OMol25. Energies are from ωB97M-V/def2-TZVPD.

Its largest force on an atom is 8.622 eV Å⁻¹. Its lowest unoccupied orbital energy is -0.521 eV. Its HOMO-LUMO gap is 8.00 eV. The total energy is -41510.92342 eV. The SMILES is C[C@@H](CS)NC(=O)O.O.O.O.O.O.O.O.O.O.O. The value obtained for the relative energy (zero: lowest compared OMol25 entry of this formula, charge and spin) is 637.13 kJ/mol.

Geometry as ORCA input:
```
! RIJCOSX wB97M-V def2-TZVPD def2/J DEFGRID3
* xyz 0 1
C -0.846 0.044 0.206
C -1.322 -0.778 -0.888
C -2.809 -0.674 -1.323
S -4.014 -1.261 -0.068
N -0.512 -0.523 -2.010
C -0.535 0.745 -2.566
O 0.378 0.669 -3.585
O -0.983 1.793 -2.278
H 0.312 -0.108 0.207
H -0.817 1.224 0.114
H -1.088 -0.116 1.156
H -1.263 -1.892 -0.601
H -3.026 -1.325 -2.190
H -3.128 0.446 -1.356
H -4.491 0.055 0.177
H 0.375 -1.025 -2.158
H 0.915 1.343 -3.985
H 3.064 -1.433 -2.458
H 3.244 -0.299 -1.625
O 2.466 -0.666 -2.205
H 3.271 1.885 2.502
H 3.009 0.541 2.490
O 3.775 1.121 2.504
H 2.303 -3.731 -2.082
H 0.794 -3.677 -2.457
O 1.476 -3.391 -2.045
H 0.051 -1.839 4.101
H -0.682 -3.091 3.471
O -0.805 -2.285 4.006
H -2.422 -1.056 4.314
H -2.228 -0.278 3.216
O -2.765 -0.243 4.018
H 2.514 -1.564 1.891
H 1.769 -0.863 0.719
O 2.135 -0.707 1.644
H 4.241 1.180 -0.314
H 3.962 -0.318 0.288
O 4.227 0.196 -0.512
H -3.591 1.965 0.717
H -2.573 1.950 1.799
O -3.401 1.511 1.512
H 3.051 3.117 0.363
H 2.565 1.812 -0.453
O 2.284 2.824 -0.190
H -2.987 3.637 -1.079
H -2.607 2.280 -1.782
O -3.287 2.807 -1.203
*
```

3.
Here is a 11-piece molecular cluster, C4H29NO13 overall from OMol25. Energies are from ωB97M-V/def2-TZVPD.

Its largest force on an atom is 2.343 eV Å⁻¹. Its lowest unoccupied orbital energy is -0.251 eV. Its HOMO-LUMO gap is 9.39 eV. The total energy is -32724.64206 eV. The SMILES is O=C[C@H](CO)NCO.O.O.O.O.O.O.O.O.O.O. The value obtained for the relative energy (zero: lowest compared OMol25 entry of this formula, charge and spin) is 503.61 kJ/mol.

Geometry as ORCA input:
```
! RIJCOSX wB97M-V def2-TZVPD def2/J DEFGRID3
* xyz 0 1
O -0.224 -0.944 -4.181
C -1.018 -1.376 -3.376
C -1.374 -0.573 -2.151
C -0.245 0.266 -1.639
O -0.612 1.183 -0.643
N -1.899 -1.456 -1.063
C -3.357 -1.427 -0.963
O -3.843 -2.621 -1.570
H -1.493 -2.364 -3.490
H -2.258 -0.028 -2.528
H 0.481 -0.348 -1.094
H 0.239 0.755 -2.481
H -1.198 1.865 -0.973
H -1.384 -1.263 -0.207
H -3.812 -1.463 0.029
H -3.796 -0.563 -1.475
H -3.124 -3.178 -1.875
H -1.982 3.262 2.135
H -2.895 4.010 1.146
O -2.767 3.190 1.590
H -1.087 -3.622 1.908
H 0.129 -4.118 1.006
O -0.813 -4.148 1.143
H 2.217 1.169 -1.001
H 1.258 1.216 0.253
O 2.109 1.540 -0.122
H 4.975 0.697 0.134
H 3.810 1.399 0.648
O 4.567 0.881 0.970
H 0.589 -0.191 1.878
H -0.848 0.196 2.163
O -0.335 -0.448 1.670
H -0.306 -1.431 4.310
H -0.860 -1.841 3.032
O -0.575 -2.237 3.877
H 0.099 3.853 -1.785
H 1.396 3.424 -2.702
O 0.807 3.245 -1.941
H 2.902 0.298 2.447
H 2.523 1.765 2.326
O 2.129 0.909 2.506
H 2.481 3.300 0.745
H 3.518 3.057 1.711
O 2.840 3.724 1.544
H 1.387 -3.667 -1.086
H 0.413 -2.741 -0.532
O 1.239 -3.153 -0.294
*
```

4.
Here is C4H2Br2N2O4S in the gas phase from OMol25. Energies are from ωB97M-V/def2-TZVPD.

Its largest force on an atom is 2.980 eV Å⁻¹. Its lowest unoccupied orbital energy is -1.708 eV. Its HOMO-LUMO gap is 7.99 eV. The total energy is -166262.47476 eV. The SMILES is O=[N+]([O-])/C(Br)=C(\[C@@H](Br)C=S)[N+](=O)[O-]. The value obtained for the relative energy (zero: lowest compared OMol25 entry of this formula, charge and spin) is 72.65 kJ/mol.

Geometry as ORCA input:
```
! RIJCOSX wB97M-V def2-TZVPD def2/J DEFGRID3
* xyz 0 1
C -0.047 -0.315 0.324
C -1.506 -0.300 0.514
C 0.520 0.789 -0.552
C -2.117 -0.560 1.641
N -2.338 -0.101 -0.703
N -1.397 -0.803 2.902
O -3.318 0.619 -0.563
O -1.993 -0.646 -1.721
O -0.490 -0.072 3.096
O -1.803 -1.673 3.594
S -0.439 2.067 -0.927
Br 0.431 -2.123 -0.381
Br -3.956 -0.961 1.801
H 0.590 -0.198 1.220
H 1.660 0.732 -0.780
*
```